Record 1
Molecular formula: C19H20FeN4O2
Method: DFT, the ωB97M-V functional and the def2-TZVPD basis

## Properties
Multiplicity: 5
<S²>: 6.104
Orbital gap (spin up / spin down) (eV): 2.801 / 5.068
Total charge: -2

```
46
Properties=species:S:1:pos:R:3:mulliken_charge:R:1
C 4.687 -1.894 0.556 -1.149
N 3.298 -2.287 0.493 0.084
C 3.083 -3.669 0.500 0.337
O 4.008 -4.475 0.561 -0.720
N 1.738 -4.116 0.427 0.071
C 1.555 -5.555 0.475 -1.131
C 0.722 -3.225 0.414 1.354
C 0.934 -1.815 0.558 -0.263
C 2.290 -1.285 0.515 0.538
O 2.600 -0.094 0.407 -0.721
N -0.308 -1.254 0.661 -0.355
C -1.206 -2.263 0.514 -0.635
N -0.610 -3.500 0.363 -0.897
H 4.730 -0.806 0.558 0.375
H 5.148 -2.305 1.461 0.297
H 5.223 -2.298 -0.308 0.292
H 0.489 -5.753 0.513 0.427
H 2.020 -5.986 -0.414 0.263
H 2.068 -5.936 1.361 0.279
H -2.273 -2.093 0.462 0.572
C 0.228 0.873 1.666 -0.302
C -1.097 1.424 1.792 -0.995
C -2.058 1.640 0.792 1.499
C -3.047 2.754 0.727 -1.187
C -3.889 2.558 -0.417 -0.547
C -3.448 1.364 -1.119 -0.715
C -2.302 0.828 -0.426 -0.246
Fe -1.978 2.674 -0.920 -0.370
C -0.047 2.776 -1.371 -0.390
C -0.522 4.008 -0.764 -0.912
C -1.630 4.507 -1.558 -0.606
C -1.839 3.580 -2.660 -0.519
C -0.863 2.513 -2.541 -0.950
H 1.061 1.524 1.945 0.336
H 0.325 -0.018 2.302 0.308
H 0.367 0.589 0.620 -0.155
H -1.297 1.899 2.756 0.198
H -3.108 3.526 1.490 0.423
H -4.746 3.171 -0.685 0.413
H -3.936 0.907 -1.975 0.414
H -1.746 -0.079 -0.614 0.761
H 0.823 2.210 -1.057 0.838
H -0.060 4.512 0.078 0.448
H -2.133 5.457 -1.417 0.400
H -2.533 3.718 -3.481 0.403
H -0.720 1.692 -3.237 0.434
```


Record 2
Molecular formula: C44H52N9O2PS4W
Method: DFT, the ωB97M-V functional and the def2-TZVPD basis

## Properties
Multiplicity: 3
<S²>: 2.022
Orbital gap (spin up / spin down) (eV): 6.710 / 6.895
Total charge: 0

```
113
Properties=species:S:1:pos:R:3:mulliken_charge:R:1
W -0.522 -0.010 -1.701 0.361
C 2.289 -3.296 -3.275 -2.219
C 1.398 -2.084 -3.214 0.894
N 0.623 -1.869 -2.177 1.389
N 0.628 -2.950 -1.284 -1.126
C -0.236 -2.901 -0.343 0.172
S -1.365 -1.636 -0.051 -0.359
S -0.187 -4.278 0.794 -0.159
C -1.598 -5.270 0.200 -1.215
C -2.938 -4.602 0.307 0.290
C -3.671 -4.322 -0.839 -0.124
C -4.889 -3.659 -0.759 -0.725
C -5.383 -3.270 0.477 -0.638
C -4.665 -3.565 1.630 -0.546
C -3.454 -4.230 1.544 0.048
C 1.430 -1.196 -4.370 0.935
C 2.367 -1.433 -5.397 -1.189
C 2.431 -0.652 -6.525 -1.120
C 1.518 0.391 -6.692 -0.393
C 0.583 0.646 -5.718 -0.701
C 0.556 -0.108 -4.538 0.207
O -0.325 0.266 -3.625 0.169
H 2.147 -3.941 -2.422 0.407
H 3.327 -2.958 -3.297 0.426
H 2.107 -3.855 -4.193 0.448
H -1.550 -6.160 0.831 0.537
H -1.396 -5.580 -0.824 0.409
H -3.279 -4.621 -1.805 0.362
H -5.446 -3.441 -1.661 0.476
H -6.327 -2.745 0.544 0.418
H -5.051 -3.272 2.598 0.427
H -2.886 -4.445 2.442 0.383
H 3.076 -2.240 -5.298 0.415
H 3.179 -0.851 -7.280 0.404
H 1.553 1.009 -7.580 0.465
H -0.123 1.462 -5.806 0.494
S 1.691 1.148 -1.378 -0.566
C 0.983 3.362 -3.585 -0.892
C -0.098 3.419 -2.884 1.198
N -1.162 3.710 -2.369 -0.709
C 2.156 2.811 -3.830 0.607
S 2.864 1.402 -3.022 -0.128
C 3.012 3.294 -4.882 -0.116
N 3.718 3.667 -5.709 -0.594
N -3.272 3.293 -1.294 -0.263
C -1.855 2.945 -1.306 1.109
N -1.902 1.523 -1.534 1.059
C -3.155 1.326 -2.065 0.032
N -3.968 2.318 -2.025 -0.799
C -3.438 0.035 -2.658 0.592
C -4.650 -0.342 -3.239 -0.655
N -4.807 -1.517 -3.819 -0.595
C -3.752 -2.338 -3.816 -0.739
C -2.559 -2.001 -3.215 -0.182
N -2.406 -0.811 -2.633 1.036
H -3.461 4.215 -1.664 0.366
H -1.367 3.202 -0.369 -1.357
H -5.483 0.348 -3.229 0.516
H -3.872 -3.299 -4.299 0.436
H -1.713 -2.676 -3.187 0.406
O -0.245 0.971 0.524 0.631
P 0.335 1.412 1.855 -0.506
C 1.967 0.594 2.013 2.155
C 2.902 0.849 3.214 -0.564
C 3.894 -0.309 3.392 -1.034
C 4.366 -0.813 2.032 -0.927
C 3.200 -1.462 1.264 -0.613
C 1.845 -0.911 1.721 -0.562
C -0.883 1.145 3.218 0.217
C -1.965 0.093 2.943 -1.266
C -1.547 -1.324 3.300 1.222
C -1.095 -1.411 4.753 -1.469
C 0.058 -0.446 5.004 -0.009
C -0.320 0.990 4.643 -1.741
C 0.388 3.259 1.818 -0.184
C 0.494 4.074 3.117 -1.497
C 1.923 4.280 3.606 -0.327
C 2.804 4.869 2.507 -1.244
C 2.742 4.037 1.227 -0.274
C 1.304 3.863 0.748 -0.547
H 2.450 1.017 1.124 0.173
H 2.358 1.011 4.142 -0.122
H 3.475 1.758 3.026 0.725
H 3.426 -1.130 3.944 0.265
H 4.735 0.031 3.998 0.580
H 5.190 -1.519 2.143 0.570
H 4.762 0.035 1.464 0.289
H 3.205 -2.545 1.411 0.619
H 3.313 -1.285 0.193 -0.037
H 1.514 -1.435 2.621 0.459
H 1.092 -1.094 0.956 -1.332
H -1.401 2.111 3.175 1.055
H -2.286 0.154 1.904 0.078
H -2.831 0.365 3.558 0.704
H -0.739 -1.650 2.640 -0.566
H -2.379 -2.004 3.107 -0.106
H -0.794 -2.431 5.000 0.450
H -1.933 -1.157 5.413 0.420
H 0.917 -0.770 4.412 -0.336
H 0.373 -0.481 6.050 0.463
H 0.522 1.663 4.817 0.301
H -1.110 1.315 5.329 0.636
H -0.646 3.388 1.470 0.339
H -0.131 3.660 3.908 0.450
H 0.070 5.058 2.887 0.610
H 2.338 3.331 3.945 0.101
H 1.915 4.940 4.477 0.481
H 3.835 4.961 2.855 0.473
H 2.458 5.884 2.282 0.430
H 3.201 3.058 1.396 -0.069
H 3.329 4.512 0.439 0.569
H 1.274 3.270 -0.165 -0.656
H 0.900 4.851 0.497 0.742
```


Record 3
Molecular formula: C2H8NS2
Method: DFT, the ωB97M-V functional and the def2-TZVPD basis

## Properties
Structure (SMILES): C[C@@H]([NH3+])SS
Orbital gap (eV): 9.556
Total charge: +1

```
13
Properties=species:S:1:pos:R:3:mulliken_charge:R:1
C -1.048 1.042 0.250 -1.573
C -0.121 -0.132 0.193 -0.263
N -0.577 -1.148 -0.804 -0.223
S 3.034 -0.343 0.334 -0.151
S 1.466 0.768 -0.313 0.018
H -1.232 1.279 -0.746 0.508
H -0.825 1.827 0.876 0.433
H -1.977 0.680 0.695 0.431
H -0.010 -0.623 1.115 0.471
H -1.647 -0.955 -0.708 0.386
H -0.051 -0.772 -1.640 0.429
H -0.349 -2.103 -0.572 0.335
H 3.337 0.482 1.320 0.199
```


Record 4
Molecular formula: C36H111N5O17
Method: DFT, the ωB97M-V functional and the def2-TZVPD basis

## Properties
Orbital gap (eV): 9.110
Total charge: 0

```
169
Properties=species:S:1:pos:R:3:mulliken_charge:R:1
C 8.112 -6.980 6.808 -1.009
C 6.678 -7.283 6.391 -0.174
O 6.009 -6.203 5.737 -0.509
H 8.030 -5.978 7.229 0.277
H 8.794 -7.052 5.961 0.265
H 8.565 -7.606 7.577 0.336
H 6.104 -7.388 7.312 0.257
H 6.749 -8.240 5.875 0.272
H 5.092 -6.415 5.548 0.286
C 6.237 -0.397 7.926 -1.014
C 5.058 0.496 8.025 -0.088
O 5.010 0.886 9.400 -0.538
H 6.347 -0.648 6.871 0.320
H 6.183 -1.314 8.512 0.283
H 7.147 0.156 8.163 0.287
H 4.108 0.024 7.771 0.290
H 5.159 1.435 7.483 0.172
H 4.117 0.972 9.741 0.289
C -3.097 10.922 -1.347 -1.091
C -2.137 9.823 -1.097 -0.110
O -2.801 8.864 -0.294 -0.521
H -2.760 11.713 -2.017 0.356
H -3.397 11.527 -0.491 0.293
H -3.992 10.469 -1.774 0.271
H -1.283 10.122 -0.488 0.257
H -1.725 9.436 -2.029 0.253
H -2.182 8.157 -0.098 0.291
C 4.296 0.458 -3.018 -0.894
C 5.133 1.429 -3.784 -0.296
O 5.955 2.162 -2.977 -0.496
H 3.654 -0.140 -3.664 0.315
H 3.800 1.002 -2.214 0.241
H 5.054 -0.223 -2.632 0.210
H 4.590 2.104 -4.445 0.308
H 5.811 0.758 -4.312 0.266
H 6.601 2.332 -3.666 0.346
C -4.992 -7.034 -3.780 -0.992
C -4.029 -5.866 -3.589 -0.159
O -4.690 -4.766 -4.058 -0.532
H -4.500 -7.981 -4.005 0.319
H -5.661 -6.908 -4.632 0.294
H -5.680 -7.131 -2.940 0.281
H -3.141 -6.154 -4.151 0.317
H -3.895 -5.840 -2.507 0.165
H -5.324 -4.427 -3.421 0.308
C 8.320 -3.618 -0.823 -0.977
C 7.460 -3.993 0.447 -0.226
O 8.335 -4.302 1.498 -0.509
H 8.660 -2.595 -0.662 0.250
H 7.713 -3.729 -1.722 0.315
H 9.228 -4.217 -0.883 0.317
H 6.808 -4.831 0.199 0.267
H 6.728 -3.244 0.749 0.280
H 7.808 -4.644 2.225 0.284
C -2.047 6.292 -6.908 -0.863
C -3.084 5.303 -7.582 -0.316
O -2.361 4.193 -8.130 -0.479
H -1.269 6.565 -7.620 0.293
H -1.657 5.830 -6.001 0.232
H -2.458 7.277 -6.689 0.320
H -3.760 5.797 -8.279 0.281
H -3.657 4.971 -6.716 0.235
H -1.940 4.553 -8.914 0.295
C 6.061 4.869 3.132 -0.953
C 5.382 3.751 2.487 -0.192
O 4.540 4.399 1.504 -0.518
H 6.682 4.511 3.953 0.339
H 5.361 5.650 3.427 0.267
H 6.825 5.268 2.465 0.281
H 4.778 3.222 3.225 0.232
H 6.119 3.097 2.021 0.252
H 5.025 4.365 0.676 0.294
C -9.055 2.247 -4.856 -1.386
C -9.721 2.303 -6.222 0.376
C -8.809 2.833 -7.328 -0.756
O -9.603 3.101 -8.510 -0.320
C -8.825 3.592 -9.548 -0.783
N -10.201 1.001 -6.450 -0.759
H -9.646 1.764 -4.078 0.378
H -8.746 3.261 -4.601 0.366
H -8.188 1.596 -4.974 0.307
H -10.501 3.062 -6.283 0.341
H -8.021 2.120 -7.570 0.359
H -8.399 3.797 -7.025 0.402
H -8.088 2.916 -9.982 0.293
H -8.382 4.528 -9.210 0.311
H -9.463 3.992 -10.336 0.292
H -9.449 0.355 -6.644 0.272
H -10.561 1.035 -7.393 0.306
C -0.394 4.533 6.780 -1.318
C -1.187 5.840 6.779 0.320
C -0.259 7.136 6.662 -0.654
O 0.644 7.231 7.729 -0.314
C 1.659 8.183 7.485 -0.735
N -2.174 5.802 5.721 -0.690
H 0.261 4.405 7.642 0.329
H 0.172 4.466 5.850 0.311
H -1.071 3.713 7.015 0.340
H -1.669 5.853 7.757 0.326
H -0.877 8.034 6.657 0.361
H 0.207 7.123 5.676 0.338
H 2.264 8.390 8.368 0.261
H 1.158 9.135 7.309 0.307
H 2.318 7.936 6.652 0.293
H -2.779 6.609 5.667 0.273
H -1.623 5.765 4.875 0.250
C 0.497 -3.563 -8.682 -1.496
C 0.059 -2.245 -9.180 0.643
C 0.344 -2.111 -10.651 -0.777
O 1.697 -2.376 -10.896 -0.307
C 1.978 -2.083 -12.256 -0.724
N -1.300 -2.050 -8.900 -0.628
H 1.570 -3.638 -8.862 0.387
H 0.055 -4.435 -9.165 0.375
H 0.405 -3.702 -7.605 0.396
H 0.729 -1.467 -8.815 0.166
H 0.085 -1.098 -10.961 0.303
H -0.151 -2.917 -11.194 0.356
H 1.261 -2.666 -12.834 0.301
H 2.952 -2.398 -12.630 0.271
H 1.900 -1.027 -12.512 0.279
H -1.593 -1.117 -8.649 0.220
H -1.635 -2.658 -8.166 0.236
C 0.637 -1.323 2.003 -1.462
C -0.713 -1.703 1.415 0.509
C -0.935 -1.159 0.006 -0.709
O -0.862 0.260 -0.146 -0.277
C -1.227 0.658 -1.456 -0.759
N -0.726 -3.169 1.436 -0.602
H 1.425 -1.556 1.287 0.330
H 0.767 -1.644 3.037 0.428
H 0.747 -0.245 2.126 0.347
H -1.514 -1.312 2.043 0.240
H -1.941 -1.345 -0.370 0.345
H -0.145 -1.603 -0.601 0.289
H -2.035 0.115 -1.946 0.302
H -0.353 0.487 -2.084 0.320
H -1.467 1.719 -1.523 0.240
H -1.705 -3.407 1.366 0.242
H -0.343 -3.499 2.310 0.221
C 0.568 -4.540 8.451 -1.503
C -0.633 -4.991 7.711 0.562
C -0.502 -6.442 7.132 -0.807
O 0.504 -6.498 6.100 -0.269
C 0.611 -7.882 5.628 -0.724
N -1.773 -4.847 8.585 -0.709
H 0.406 -3.537 8.847 0.440
H 1.459 -4.433 7.833 0.329
H 0.910 -5.213 9.238 0.309
H -0.721 -4.338 6.842 0.198
H -1.454 -6.796 6.736 0.401
H -0.214 -7.127 7.929 0.358
H 1.360 -7.891 4.836 0.240
H -0.352 -8.191 5.224 0.304
H 0.871 -8.524 6.470 0.306
H -1.572 -3.929 8.955 0.308
H -1.729 -5.416 9.419 0.261
O -0.107 4.683 1.352 -0.630
H 0.840 4.619 1.228 0.315
H -0.455 3.881 0.963 0.316
O -5.339 -4.894 2.208 -0.646
H -5.286 -4.389 3.019 0.325
H -5.804 -4.322 1.598 0.313
O 0.763 -7.891 -0.711 -0.641
H 0.320 -7.108 -0.385 0.319
H 0.168 -8.610 -0.495 0.319
O -5.139 -2.488 5.970 -0.631
H -5.218 -1.536 6.036 0.317
H -4.639 -2.742 6.746 0.318
```


Results for maximum force: 3.43, 0.87, 3.77, 3.10 (in eV Å⁻¹, following the order of the records).